Entry 1:
Below is a 2-piece molecular cluster, C2H8NOS overall, with properties calculated with wB97M-V/def2-TZVPD.

The HOMO energy comes out at -0.5462 Ha. The total energy comes out at -16568.07159 eV. As for the charge: +1. The energy relative to the best compared isomer or geometry (same formula, charge and spin) is 2.173 eV. As for the spin multiplicity: 1. Its HOMO-LUMO gap is 11.01 eV.

Positions of all 13 atoms, in Å:
1 C 1.4324 -1.3185 0.0181
2 C -0.6790 -0.2223 0.2727
3 N -0.3553 1.7351 0.0824
4 O 0.1847 -0.8614 -0.5194
5 S -2.3574 -0.1264 -0.0919
6 H 1.5245 -1.2103 1.0493
7 H 2.3809 -0.9405 -0.3801
8 H 1.6080 -2.4386 -0.2064
9 H -0.4581 -0.2397 1.3417
10 H -1.2871 1.9844 -0.0166
11 H 0.1433 1.8172 -0.8541
12 H 0.1637 2.3401 0.7266
13 H -2.3007 -0.5191 -1.4223


Entry 2:
Below is C2H8NP in the gas phase, with properties calculated with wB97M-V/def2-TZVPD.

The HOMO energy comes out at -0.2877 Ha. The total energy comes out at -12979.81306 eV. As for the charge: 0. The energy relative to the best compared isomer or geometry (same formula, charge and spin) is 1.939 eV. As for the spin multiplicity: 1. As for the structure (SMILES): C[PH](C)=N. Its HOMO-LUMO gap is 8.66 eV.

Positions of all 12 atoms, in Å:
1 C 0.7923 -1.2684 -0.1924
2 C 0.2273 1.6375 0.1593
3 N -2.1693 -0.1466 0.5245
4 P -0.4673 0.0613 -0.3878
5 H 1.6961 -1.5475 -0.7344
6 H 1.1514 -1.1454 0.8716
7 H 0.2925 -2.2188 -0.3211
8 H -0.1005 1.6311 1.1774
9 H 1.2629 1.3738 0.2589
10 H -0.0194 2.6545 -0.2207
11 H -2.1828 -1.2048 0.6077
12 H -0.4831 0.1731 -1.7430


Entry 3:
Below is a 2-piece molecular cluster, C2H8NS overall, with properties calculated with wB97M-V/def2-TZVPD.

The HOMO energy comes out at -0.0960 Ha. The total energy comes out at -14529.72759 eV. As for the charge: -1. The energy relative to the best compared isomer or geometry (same formula, charge and spin) is 0.366 eV. As for the spin multiplicity: 1. Its HOMO-LUMO gap is 6.61 eV.

Positions of all 12 atoms, in Å:
1 S -1.0639 -1.5498 2.5901
2 H -2.2729 -1.6350 3.1846
3 C 1.1794 -0.1719 -1.0374
4 C 0.4397 0.7828 -0.1148
5 N -1.0026 0.8689 -0.4304
6 H 1.4943 0.3427 -1.9629
7 H 2.0684 -0.6286 -0.6050
8 H 0.4605 -0.9076 -1.3967
9 H 0.4572 0.3521 0.9086
10 H 0.8677 1.7810 0.0321
11 H -1.5966 0.3257 0.1687
12 H -1.0313 0.4397 -1.3370


Entry 4:
Below is a 2-piece molecular cluster, C2H8NS overall, with properties calculated with wB97M-V/def2-TZVPD.

The HOMO energy comes out at -0.0988 Ha. The total energy comes out at -14529.67915 eV. As for the charge: -1. The energy relative to the best compared isomer or geometry (same formula, charge and spin) is 0.414 eV. As for the spin multiplicity: 1. Its HOMO-LUMO gap is 7.10 eV.

Positions of all 12 atoms, in Å:
1 C -0.1731 1.6224 -0.2170
2 N -1.1347 0.5750 -0.5271
3 C -0.6787 -0.2702 -1.6314
4 H 0.8714 1.2950 -0.2166
5 H -0.3101 2.4360 -0.9439
6 H -0.3744 2.0050 0.7858
7 H -1.2076 -0.0196 0.2918
8 H -0.6342 0.3444 -2.5378
9 H -1.4303 -1.0488 -1.7895
10 H 0.2899 -0.7358 -1.4288
11 S 0.9272 -0.9473 1.2154
12 H 1.5344 -1.8827 1.9612


Entry 5:
Below is a 2-piece molecular cluster, C2H8O2 overall, with properties calculated with wB97M-V/def2-TZVPD.

The HOMO energy comes out at -0.3796 Ha. The total energy comes out at -6297.04801 eV. As for the charge: 0. The energy relative to the best compared isomer or geometry (same formula, charge and spin) is 1.362 eV. As for the spin multiplicity: 1. As for the structure (SMILES): CO.CO. Its HOMO-LUMO gap is 11.29 eV.

Positions of all 12 atoms, in Å:
1 C -4.0806 -0.1930 -0.2372
2 O -4.1636 -1.5801 -0.4299
3 H -3.3107 0.2999 -0.8532
4 H -5.0246 0.2259 -0.5947
5 H -3.6670 -0.0692 0.8235
6 H -5.0055 -1.8737 -0.1344
7 C 4.2621 0.5073 -0.1586
8 O 4.4675 1.0265 1.1911
9 H 5.0292 0.8283 -0.8862
10 H 4.2268 -0.6222 -0.1588
11 H 3.2399 0.8366 -0.5128
12 H 4.0266 0.6136 1.9511


Entry 6:
Below is a 2-piece molecular cluster, C2H8O2 overall, with properties calculated with wB97M-V/def2-TZVPD.

The HOMO energy comes out at -0.3871 Ha. The total energy comes out at -6297.56902 eV. As for the charge: 0. The energy relative to the best compared isomer or geometry (same formula, charge and spin) is 0.841 eV. As for the spin multiplicity: 1. As for the structure (SMILES): CO.CO. Its HOMO-LUMO gap is 11.34 eV.

Positions of all 12 atoms, in Å:
1 C -0.8918 1.0831 -1.7005
2 O -0.7816 0.5361 -3.0116
3 H -1.3124 -0.2639 -3.0787
4 H -0.7317 0.2834 -0.9859
5 H -1.8632 1.5527 -1.5219
6 H -0.0746 1.7825 -1.5856
7 C 1.1075 -0.9214 2.3081
8 O 0.7464 -1.0615 0.9362
9 H 0.1155 -0.3866 0.6753
10 H 2.0867 -1.3826 2.4115
11 H 0.3536 -1.3499 2.9665
12 H 1.2455 0.1280 2.5866


Entry 7:
Below is a 3-piece molecular cluster, C2H8O3 overall, with properties calculated with wB97M-V/def2-TZVPD.

The HOMO energy (spin up / spin down) comes out at 0.0350 / -0.2040 Ha. The total energy comes out at -8344.56290 eV. As for the charge: -1. The expectation value of S² is 0.75. The energy relative to the best compared isomer or geometry (same formula, charge and spin) is 0.754 eV. As for the spin multiplicity: 2. Its HOMO-LUMO gap (spin up / spin down) is 2.94 / 9.38 eV.

Positions of all 13 atoms, in Å:
1 C 2.3112 0.3591 0.2465
2 C 1.5317 -0.5479 -0.3300
3 O 0.4995 -1.0850 0.3522
4 H 3.1061 0.8769 -0.2688
5 H 2.0300 0.7076 1.2322
6 H 1.7660 -0.9942 -1.2906
7 H -0.2485 -1.3549 -0.2119
8 H -1.9756 -0.7006 -1.7109
9 H -2.3163 -0.5648 -0.2427
10 O -2.0010 -1.2152 -0.9020
11 H -1.7212 2.2359 0.7964
12 H -1.1914 1.0246 1.5277
13 O -1.7905 1.2588 0.8018


Entry 8:
Below is a 3-piece molecular cluster, C2H8O3 overall, with properties calculated with wB97M-V/def2-TZVPD.

The HOMO energy comes out at -0.3118 Ha. The total energy comes out at -8345.16926 eV. As for the charge: 0. The energy relative to the best compared isomer or geometry (same formula, charge and spin) is 0.832 eV. As for the spin multiplicity: 1. As for the structure (SMILES): C=CO.O.O. Its HOMO-LUMO gap is 8.86 eV.

Positions of all 13 atoms, in Å:
1 C 1.1276 2.1961 1.6173
2 C 0.5381 1.0392 1.3342
3 O 0.5659 0.5109 0.0892
4 H 0.9107 2.7200 2.5365
5 H 1.6479 2.7222 0.8285
6 H 0.0806 0.4597 2.1318
7 H -0.1391 -0.1450 -0.0143
8 H -2.5729 -0.7335 -0.5312
9 H -2.1532 -0.4767 -1.9523
10 O -1.7826 -0.6960 -1.0846
11 H 1.3157 -2.6377 -1.3996
12 H -0.1470 -2.7639 -1.6716
13 O 0.6083 -2.1954 -1.8839


Entry 9:
Below is a 2-piece molecular cluster, C2H8O4 overall, with properties calculated with wB97M-V/def2-TZVPD.

The HOMO energy comes out at -0.3391 Ha. The total energy comes out at -10388.14457 eV. As for the charge: 0. The energy relative to the best compared isomer or geometry (same formula, charge and spin) is 6.549 eV. As for the spin multiplicity: 1. As for the structure (SMILES): OCCO.OO. Its HOMO-LUMO gap is 9.96 eV.

Positions of all 14 atoms, in Å:
1 C -0.1534 1.2608 0.0119
2 C -1.0458 -0.2420 -0.5345
3 O 0.6228 1.6957 -1.0854
4 O -1.4978 -1.0101 0.4633
5 H 0.0521 1.8226 -1.8470
6 H -0.6273 -1.2736 0.9976
7 H -1.0209 1.9199 0.1511
8 H 0.3856 1.5376 0.9261
9 H -1.8596 0.1773 -1.1274
10 H -0.2550 -0.6907 -1.1444
11 O 0.8922 -1.0386 1.3090
12 O 1.5905 -1.7934 0.2931
13 H 2.1989 -2.3228 0.8361
14 H 0.7179 -0.0426 0.7506


Entry 10:
Below is a 3-piece molecular cluster, C2H8O4 overall, with properties calculated with wB97M-V/def2-TZVPD.

The HOMO energy comes out at -0.3738 Ha. The total energy comes out at -10393.74023 eV. As for the charge: 0. The energy relative to the best compared isomer or geometry (same formula, charge and spin) is 0.954 eV. As for the spin multiplicity: 1. As for the structure (SMILES): CC(=O)O.O.O. Its HOMO-LUMO gap is 10.73 eV.

Positions of all 14 atoms, in Å:
1 O 0.1094 0.5041 -0.7953
2 C -0.8184 -0.0405 -0.2595
3 O -1.0612 -1.3753 -0.4422
4 C -1.4604 0.4861 1.0412
5 H -0.3649 -1.6647 -1.0549
6 H -2.3787 0.9621 0.6850
7 H -1.6232 -0.4704 1.5395
8 H -0.8639 1.2545 1.5044
9 H 1.8891 -3.5493 -0.1628
10 H 0.3725 -3.6560 -0.0899
11 O 1.0911 -3.2150 -0.5863
12 H 1.8662 2.8779 -0.6906
13 H 1.6600 4.3316 -0.6281
14 O 1.5823 3.5549 -0.0604


Entry 11:
Below is a 3-piece molecular cluster, C2H8O4 overall, with properties calculated with wB97M-V/def2-TZVPD.

The HOMO energy comes out at -0.3999 Ha. The total energy comes out at -10394.24580 eV. As for the charge: 0. The energy relative to the best compared isomer or geometry (same formula, charge and spin) is 0.448 eV. As for the spin multiplicity: 1. As for the structure (SMILES): CC(=O)O.O.O. Its HOMO-LUMO gap is 11.60 eV.

Positions of all 14 atoms, in Å:
1 O -0.1348 -0.7510 -0.4504
2 C 0.3030 0.2820 -0.9059
3 O 1.4500 0.8199 -0.4302
4 C -0.1903 1.1365 -2.0066
5 H 1.6117 0.6472 0.5151
6 H -0.3860 2.1274 -1.5747
7 H -1.1854 0.9421 -2.4089
8 H 0.5110 1.3549 -2.7993
9 H 0.5858 -0.5344 1.9699
10 H 1.9054 -1.3406 2.1031
11 O 1.5366 -0.4549 2.1400
12 H -2.7166 -1.6237 1.6158
13 H -1.4609 -1.3468 0.6780
14 O -1.8295 -1.2585 1.5540


Entry 12:
Below is C2H8O4 as an isolated structure, with properties calculated with wB97M-V/def2-TZVPD.

The HOMO energy comes out at -0.3566 Ha. The total energy comes out at -10393.89581 eV. As for the charge: 0. The energy relative to the best compared isomer or geometry (same formula, charge and spin) is 0.798 eV. As for the spin multiplicity: 1. Its HOMO-LUMO gap is 10.07 eV.

Positions of all 14 atoms, in Å:
1 H 0.3513 -1.1222 0.0579
2 O 1.2722 -1.8578 -0.4240
3 O -0.5276 -0.6098 0.6630
4 H 1.9922 -1.0917 -0.6239
5 H 1.3768 -2.6363 0.1189
6 C -1.0294 0.4649 0.0932
7 O -0.6585 0.9773 -0.9501
8 C -2.2622 0.9727 0.8773
9 H -2.3497 0.4257 1.8038
10 H -1.9653 2.0162 1.0021
11 H -3.1414 0.9590 0.2387
12 O 2.4010 0.1477 -1.1064
13 H 1.6248 0.7410 -1.2869
14 H 2.9157 0.6134 -0.4636